Record 1
Formula: C29H34BCl3N7O2STi
Source: the Open Molecules 2025 dataset
Level of theory: ωB97M-V/def2-TZVPD

Last column: Mulliken spin population.
CARTESIAN COORDINATES (ANGSTROEM)
Ti (-0.2586, 0.1067, -0.0984)  1.941
Cl (-0.6479, 0.2441, -3.0644)  0.020
Cl (-5.3624, -0.7284, -5.5529)  0.001
Cl (-4.6717, -2.1376, -0.3806)  -0.004
S (-2.1352, 1.8277, 0.6527)  -0.016
O (-1.9673, -1.0002, -0.7666)  -0.063
O (-0.4920, -0.2798, 1.8687)  -0.092
N (1.1421, 1.8023, -1.0679)  0.009
N (2.2806, 1.3808, -1.6748)  0.016
N (2.5578, 0.2771, 1.1187)  0.012
N (1.2008, -1.6450, -0.7941)  0.046
N (-1.6328, 0.0096, 2.5539)  0.243
N (3.4592, 0.1035, 0.1343)  0.015
N (2.1581, -1.1848, -1.6300)  0.002
C (-2.7043, -0.9236, -1.7952)  0.033
C (0.1460, 5.3348, -0.9551)  0.000
C (1.7668, -3.2622, -2.2452)  -0.006
C (-2.2762, -0.3583, -3.0302)  -0.006
C (0.7868, -5.0969, 0.0009)  0.004
C (-4.0336, -1.4300, -1.8374)  0.008
C (1.5728, 1.6206, 3.6006)  0.033
C (-4.8387, -1.3750, -2.9586)  -0.003
C (0.0620, -3.7890, -0.3317)  0.003
C (-2.4798, 1.0207, 2.1532)  0.065
C (-1.4261, 3.7372, -2.0982)  0.023
C (2.4968, -2.1289, -2.5214)  0.010
C (0.9039, 3.0324, -1.5364)  0.046
C (2.7490, 2.3235, -2.5022)  -0.002
C (2.5766, 0.4659, 3.5907)  -0.028
C (4.6247, 0.1816, 1.9998)  0.006
C (-3.0597, -0.2892, -4.1635)  -0.001
C (1.8921, -0.8468, 3.9835)  0.017
C (0.9583, -2.9053, -1.1499)  -0.004
C (1.9016, 3.4068, -2.4512)  -0.003
C (-3.7814, 0.6630, 4.2074)  0.397
C (-4.3442, -0.8014, -4.1189)  0.010
C (-2.8831, -0.3469, 4.5655)  -0.152
C (-1.8266, -0.6620, 3.7552)  0.319
C (-1.2638, -4.0907, -1.0328)  -0.003
C (-0.2628, 3.8704, -1.1123)  -0.008
C (4.7089, 0.0456, 0.6291)  -0.001
C (-3.5470, 1.3364, 2.9636)  0.060
C (3.2410, 0.3227, 2.2517)  0.009
B (3.0182, 0.0688, -1.3336)  -0.089
H (1.4181, -0.7594, 4.9643)  -0.011
H (-4.6203, 0.9240, 4.8383)  0.071
H (-2.6657, 0.1562, -5.0664)  0.000
H (3.2583, -1.9379, -3.2587)  0.001
H (2.0653, 2.5624, 3.3451)  0.008
H (3.6621, 2.1596, -3.0493)  0.001
H (1.9958, 4.3367, -2.9852)  0.000
H (2.6174, -1.6653, 4.0135)  0.002
H (-4.2120, 2.1137, 2.6128)  0.001
H (1.1156, 1.7195, 4.5882)  -0.013
H (3.9957, 0.0074, -2.0420)  0.001
H (-1.8412, -4.8229, -0.4628)  0.000
H (-1.7915, 2.7116, -2.1205)  -0.008
H (1.1205, -1.0714, 3.2461)  0.030
H (-5.8440, -1.7701, -2.9217)  0.000
H (0.7821, 1.4304, 2.8748)  0.018
H (-3.0078, -0.9047, 5.4877)  -0.014
H (0.1753, -5.7053, 0.6709)  0.000
H (-1.8490, -3.1825, -1.1161)  0.000
H (1.7483, -4.9078, 0.4808)  0.000
H (1.0048, 5.4355, -0.2892)  0.000
H (-1.1111, -1.4432, 3.9553)  0.027
H (-1.0768, -4.5040, -2.0290)  0.001
H (-0.6024, 3.4933, -0.1473)  -0.003
H (5.4268, 0.1816, 2.7194)  0.001
H (-0.1371, -3.2570, 0.6026)  0.024
H (-1.1106, 4.0208, -3.1075)  0.002
H (-2.2547, 4.3779, -1.7899)  0.000
H (-0.6840, 5.9070, -0.5361)  0.000
H (5.5561, -0.0805, -0.0246)  0.000
H (3.3752, 0.6780, 4.3134)  -0.003
H (0.9668, -5.6779, -0.9074)  0.000
H (1.8068, -4.2050, -2.7650)  0.001
H (0.4077, 5.7788, -1.9202)  0.000

LUMO (alpha / beta) in eV: 4.20 / 4.20
Net charge: -2
2S+1: 4
<S²>: 3.767
Orbital gap (alpha / beta) in Eh: 0.100 / 0.199
Energy relative to the best compared isomer or geometry (same formula, charge and spin) in kcal per mole: 0.0
Energy in hartree: -4312.510274

Record 2
Formula: C29H34CrN3O5SSi2
Source: the Open Molecules 2025 dataset
Level of theory: ωB97M-V/def2-TZVPD

Last column: Mulliken spin population.
CARTESIAN COORDINATES (ANGSTROEM)
Cr (-0.7265, 0.0082, -0.8032)  3.350
S (-9.2316, 1.0113, -0.7546)  0.000
Si (-0.3304, 3.5589, 0.3144)  0.013
Si (-1.0912, -3.4933, -0.5224)  0.021
O (0.4930, 0.6478, 3.2643)  0.003
O (-0.5285, -0.9835, 2.1503)  0.005
O (0.4781, 0.2920, -2.5934)  0.104
O (2.6034, 0.0947, -3.3169)  0.036
O (-8.4796, 3.5087, -1.1675)  0.000
N (1.1775, -0.1761, -0.0494)  0.092
N (-1.6195, -1.9166, -0.9691)  0.002
N (-0.9600, 1.9942, 0.5647)  0.040
C (-3.0321, 0.0258, -1.0362)  0.093
C (-10.8337, 3.1610, -1.3424)  0.000
C (-6.7219, 0.9664, -1.8872)  0.000
C (-0.6586, 4.7296, 1.7530)  -0.001
C (-4.7378, 1.4673, 0.2617)  0.018
C (-9.4001, 2.7353, -1.1245)  0.000
C (-3.5415, 2.2373, 0.8402)  -0.110
C (3.5312, -0.2271, -0.6305)  0.071
C (-1.0076, 4.3652, -1.2462)  0.004
C (-2.3151, 1.6790, 0.6806)  -0.097
C (0.3700, -0.1989, 2.2257)  -0.083
C (-4.5035, 0.4513, -0.9325)  0.000
C (-2.9051, -1.4758, -0.7452)  -0.141
C (0.7825, -3.5076, -0.6399)  0.010
C (-5.4086, 0.7933, -2.0737)  -0.002
C (1.5317, 3.3767, 0.1083)  0.004
C (3.8434, -0.2414, 0.6907)  0.048
C (-7.4666, 0.8412, -0.6063)  -0.001
C (-2.3477, 0.4170, 0.0651)  -0.097
C (2.8198, -0.1677, 1.6726)  0.223
C (2.1648, -0.1327, -1.0131)  0.300
C (1.5103, -0.1614, 1.2405)  0.014
C (-7.0065, 0.5632, 0.6282)  0.001
C (-3.9943, -1.7982, -0.0258)  -0.046
C (1.6860, 0.0844, -2.3117)  0.099
C (-5.0745, -0.7509, -0.1413)  0.009
C (-1.5810, -4.0825, 1.1915)  0.000
C (-5.5596, 0.3017, 0.9443)  -0.011
C (-1.7815, -4.7589, -1.7390)  0.000
H (-1.0818, -5.0364, 1.3955)  0.000
H (-11.5431, 2.4584, -0.9066)  0.000
H (1.1142, -3.0763, -1.5877)  -0.005
H (-1.4389, -4.5414, -2.7534)  0.000
H (-5.4388, 2.2465, -0.0360)  -0.002
H (-7.7322, 0.5187, 1.4325)  0.000
H (-2.8739, -4.7054, -1.7406)  0.000
H (1.1933, 1.2846, 3.0729)  0.002
H (-2.0968, 4.4415, -1.1933)  0.002
H (-1.7327, 4.8941, 1.8707)  0.000
H (1.1702, -4.5279, -0.5747)  0.000
H (-10.9715, 4.1538, -0.9184)  0.000
H (-7.3358, 1.2225, -2.7431)  0.000
H (1.9888, 2.9098, 0.9866)  0.002
H (-0.2886, 4.2979, 2.6866)  -0.001
H (-5.3805, 0.0951, 1.9995)  0.001
H (4.3023, -0.2614, -1.3868)  0.013
H (-1.4927, -5.7837, -1.4903)  -0.001
H (2.0929, 0.2640, -4.1195)  0.000
H (-0.1817, 5.7031, 1.6085)  0.000
H (-2.6560, -4.2489, 1.2701)  0.000
H (-4.2142, -2.7725, 0.3924)  0.000
H (-3.7037, 3.2633, 1.1550)  -0.005
H (1.7697, 2.7460, -0.7530)  -0.005
H (-0.6004, 5.3675, -1.4069)  0.000
H (3.0592, -0.1728, 2.7268)  0.017
H (1.2287, -2.9231, 0.1709)  0.005
H (-0.7628, 3.7543, -2.1192)  -0.001
H (2.0117, 4.3476, -0.0417)  0.000
H (-5.9492, -1.1765, -0.6346)  0.001
H (-1.2894, -3.3660, 1.9615)  0.000
H (-5.0017, 0.9132, -3.0733)  -0.001
H (-11.0130, 3.2142, -2.4175)  0.000
H (4.8793, -0.3090, 0.9989)  0.009

LUMO (alpha / beta) in eV: 2.34 / 2.24
Net charge: -1
2S+1: 5
<S²>: 6.153
Orbital gap (alpha / beta) in Eh: 0.219 / 0.236
Energy relative to the best compared isomer or geometry (same formula, charge and spin) in kcal per mole: 135.1
Energy in hartree: -3687.580793

Record 3
Formula: C29H34N7PdSSi
Source: the Open Molecules 2025 dataset
Level of theory: ωB97M-V/def2-TZVPD

Last column: Mulliken spin population.
CARTESIAN COORDINATES (ANGSTROEM)
Pd (1.1436, 1.4071, -0.1475)  1.316
S (-1.2781, 2.2499, 0.0045)  0.143
Si (0.3981, -1.3753, -1.4094)  -0.088
N (0.8330, 5.5300, -0.9352)  0.003
N (-2.5017, 0.2737, 1.4018)  -0.001
N (1.3060, 3.4106, -1.2205)  0.038
N (1.4833, -0.4900, 1.0626)  0.068
N (-3.8365, 1.8547, 0.3304)  0.011
N (1.8145, 2.9926, 1.5697)  0.024
N (1.7149, 5.1440, 2.0031)  0.000
C (2.4762, -4.0229, -3.8440)  0.001
C (0.1405, -4.3574, -4.3039)  0.000
C (0.9292, 0.2839, -1.9652)  0.386
C (2.8686, -0.3567, 1.5797)  -0.009
C (-3.3496, -2.6437, -0.1105)  0.000
C (-3.7211, -0.7449, -1.5405)  0.002
C (0.5014, -0.4815, 2.1955)  -0.004
C (-4.2251, -1.7736, -0.7519)  0.000
C (2.1344, -2.0140, 3.3569)  0.002
C (-0.1824, -3.4023, -3.3452)  -0.004
C (0.8154, -2.7376, -2.6228)  0.013
C (-1.4458, -1.4638, -1.0633)  0.012
C (-2.3449, -0.5918, -1.6896)  0.009
C (2.1483, -3.0681, -2.8909)  -0.006
C (1.2326, 4.3839, -0.3428)  0.006
C (2.0914, 4.5348, 3.1756)  0.001
C (-3.6008, -0.3204, 1.7870)  -0.002
C (1.3578, -1.7114, 0.1966)  0.018
C (0.6307, 5.2620, -2.2713)  -0.001
C (-4.8928, 0.1334, 1.4820)  0.003
C (1.4702, -4.6677, -4.5544)  0.003
C (0.9248, 3.9439, -2.4260)  0.001
C (3.3015, -1.5185, 2.4857)  0.017
C (2.1490, 3.2070, 2.8861)  0.000
C (-1.9760, -2.4894, -0.2727)  0.003
C (-2.5883, 1.3936, 0.6388)  -0.003
C (1.5612, 4.1802, 1.0669)  0.008
C (1.1127, -0.8984, 3.5362)  0.001
C (-4.9663, 1.2563, 0.7290)  0.001
H (0.9015, 3.3496, -3.3259)  0.001
H (1.6534, -2.8790, 2.8941)  0.000
H (-5.7825, -0.3805, 1.8180)  0.000
H (3.7026, -2.3392, 1.8899)  0.000
H (-1.9625, 0.2122, -2.3118)  -0.004
H (0.6794, 6.4197, -0.4946)  0.000
H (-5.2965, -1.9107, -0.6555)  0.000
H (-4.4018, -0.0725, -2.0552)  0.000
H (3.5376, -0.2796, 0.7231)  0.026
H (1.9474, 0.3082, -2.3653)  0.036
H (2.9520, -2.5680, -2.3530)  -0.002
H (2.9351, 0.5847, 2.1213)  -0.024
H (3.5160, -4.2643, -4.0340)  0.000
H (-1.3070, -3.1944, 0.2158)  0.000
H (-1.2280, -3.1731, -3.1584)  -0.001
H (0.0614, 0.5026, 2.2844)  0.000
H (2.5045, -2.3503, 4.3259)  0.000
H (2.3568, -2.0512, -0.0936)  0.002
H (-5.8949, 1.7100, 0.4113)  0.000
H (-3.7375, -3.4529, 0.4989)  0.000
H (-3.8759, 2.6768, -0.2566)  0.002
H (2.4322, 2.4035, 3.5483)  0.000
H (4.1192, -1.1641, 3.1180)  0.001
H (0.3202, 6.0190, -2.9732)  -0.001
H (1.6047, -0.0396, 4.0044)  -0.001
H (0.9150, -2.5312, 0.7699)  -0.003
H (-0.3081, -1.1542, 1.9227)  0.004
H (0.2481, 0.7832, -2.6537)  -0.007
H (0.3091, -1.2024, 4.2080)  0.001
H (1.5957, 6.1334, 1.8776)  0.000
H (2.2608, 5.0816, 4.0891)  0.000
H (-0.6471, -4.8613, -4.8530)  0.000
H (1.7243, -5.4094, -5.3026)  0.000
H (-3.4649, -1.2187, 2.3854)  0.000

LUMO (alpha / beta) in eV: -2.67 / -3.21
Net charge: +1
2S+1: 3
<S²>: 2.006
Orbital gap (alpha / beta) in Eh: 0.224 / 0.271
Energy relative to the best compared isomer or geometry (same formula, charge and spin) in kcal per mole: 12.3
Energy in hartree: -2324.144484

Question: What is the energy relative to the best compared isomer or geometry (same formula, charge and spin) in the second record?
Answer: 135.1 kcal per mole

Question: Which of these has the lowest net charge?
Answer: C29H34BCl3N7O2STi